{
  "formula": "C21H21F5N13O3SSn",
  "method": "the ωB97M-V functional and the def2-TZVPD basis",
  "total_energy_ev": -77885.8254,
  "lumo_energy_ev": 2.100,
  "orbital_gap_ev": 6.7,
  "charge": -1,
  "homo_ev": -4.62,
  "molar_mass_g_mol": 749.3,
  "e_above_lowest_kcal_mol": 14.4,
  "symbols": ["Sn", "C", "C", "C", "C", "C", "C", "C", "H", "H", "H", "H", "H", "H", "H", "H", "N", "C", "N", "N", "N", "N", "C", "N", "N", "N", "N", "H", "F", "C", "C", "F", "C", "F", "C", "S", "C", "F", "C", "F", "N", "C", "C", "O", "O", "H", "H", "H", "H", "H", "C", "N", "C", "C", "O", "N", "C", "N", "H", "H", "H", "H", "H", "H", "H"],
  "xyz": [[12.3548, 8.2452, 11.3485], [10.8127, 9.9672, 6.1558], [10.3241, 9.9260, 7.5538], [9.3088, 9.0486, 7.9473], [8.8252, 9.0684, 9.2706], [9.3769, 9.9123, 10.2263], [10.3840, 10.7786, 9.8503], [10.8628, 10.7779, 8.5524], [11.0826, 8.9745, 5.7939], [11.6850, 10.6474, 6.1182], [10.0491, 10.3721, 5.4513], [9.0003, 8.3037, 7.2255], [8.0419, 8.3561, 9.5361], [8.9868, 9.9153, 11.2596], [10.8341, 11.4921, 10.5648], [11.6789, 11.4360, 8.2764], [15.5339, 6.5968, 12.8085], [14.9467, 6.0634, 11.7010], [15.5591, 5.2498, 10.9145], [14.6634, 4.8604, 9.9430], [13.5274, 5.4503, 10.2372], [13.6786, 6.2465, 11.3414], [14.9987, 7.5839, 13.6156], [15.8004, 7.9864, 14.6224], [14.9905, 8.8347, 15.3427], [13.7554, 8.8987, 14.7493], [13.7584, 8.1198, 13.6353], [16.4936, 6.3439, 13.0480], [6.6408, 6.7673, 16.5889], [7.5791, 6.8451, 15.6236], [8.9332, 6.5651, 15.9000], [9.3653, 6.3117, 17.1533], [9.7918, 6.4986, 14.8184], [11.0741, 6.2254, 15.0856], [9.4258, 6.6693, 13.4669], [10.5148, 6.2519, 12.1942], [8.0750, 6.9998, 13.2694], [7.6695, 7.3122, 12.0205], [7.1765, 7.1091, 14.3084], [5.8661, 7.3638, 14.0616], [16.5846, 11.7522, 10.5864], [15.5989, 10.7246, 10.9428], [14.3014, 11.3654, 11.3261], [14.4240, 12.6256, 11.7195], [13.1839, 10.7737, 11.2928], [17.5332, 11.4313, 10.8213], [15.3966, 12.8573, 11.5534], [16.6028, 11.8706, 9.5666], [15.9576, 10.2253, 11.8850], [15.3985, 9.9219, 10.2179], [13.4158, 5.0544, 6.7783], [13.4343, 6.2573, 7.5395], [13.9756, 7.5110, 7.0428], [13.6266, 8.4391, 8.2474], [13.8676, 9.6387, 8.3027], [12.9658, 7.6929, 9.2099], [12.6623, 6.4859, 8.6125], [11.3976, 5.9361, 8.7681], [14.1346, 5.1747, 5.9510], [12.4551, 4.8806, 6.2841], [13.7255, 4.1819, 7.3622], [13.4846, 7.8037, 6.0849], [15.0761, 7.5182, 6.8446], [11.1662, 5.9277, 9.7631], [11.3300, 4.9721, 8.4196]]
}



{
  "formula": "C24H10BrCl8LiN2O3",
  "method": "the ωB97M-V functional and the def2-TZVPD basis",
  "total_energy_ev": -204604.2361,
  "lumo_energy_ev": 4.064,
  "orbital_gap_ev": 6.2,
  "charge": -2,
  "homo_ev": -2.12,
  "molar_mass_g_mol": 744.8,
  "symbols": ["Li", "Br", "C", "C", "C", "C", "O", "C", "C", "N", "C", "C", "C", "C", "C", "C", "C", "C", "N", "C", "C", "H", "H", "H", "H", "H", "H", "H", "H", "H", "H", "Cl", "C", "C", "C", "Cl", "C", "Cl", "C", "Cl", "C", "Cl", "Cl", "C", "Cl", "Cl", "C", "O", "O"],
  "xyz": [[-0.5395, 0.0474, 0.8577], [3.8846, -4.9015, 3.5723], [2.6595, -3.4624, 3.2559], [1.5676, -3.2777, 4.1249], [0.6888, -2.2535, 3.9120], [0.8280, -1.3125, 2.8235], [-0.0050, -0.3876, 2.6561], [1.9663, -1.5474, 1.9587], [2.2447, -0.7317, 0.8033], [1.6859, 0.3972, 0.5517], [2.1139, 1.1640, -0.5474], [3.2422, 0.9426, -1.3044], [3.5766, 1.7655, -2.4028], [2.7968, 2.8293, -2.7496], [1.6485, 3.1252, -1.9742], [0.7819, 4.2010, -2.2726], [-0.3057, 4.4292, -1.4863], [-0.5195, 3.5884, -0.3689], [0.2601, 2.5918, -0.0578], [1.3228, 2.3232, -0.8587], [2.8351, -2.6259, 2.1898], [1.4195, -3.9655, 4.9493], [-0.1734, -2.1185, 4.5550], [3.0049, -1.1497, 0.1320], [3.8916, 0.1108, -1.0671], [4.4642, 1.5354, -2.9809], [3.0367, 3.4493, -3.6070], [0.9858, 4.8177, -3.1422], [-1.0060, 5.2254, -1.7068], [-1.3804, 3.7436, 0.2761], [3.6610, -2.7864, 1.5047], [-1.2686, 0.5959, -2.5334], [-2.6529, 0.7442, -1.4285], [-2.4060, 0.7412, -0.0697], [-3.5438, 0.8391, 0.7101], [-3.3544, 0.9028, 2.4761], [-4.8426, 0.9000, 0.2074], [-6.2335, 1.0097, 1.2571], [-5.0303, 0.8873, -1.1720], [-6.6322, 0.9830, -1.8449], [-3.9164, 0.8158, -2.0054], [-4.1421, 0.8167, -3.7350], [-0.6052, -4.4627, -2.2824], [-0.7202, -4.0825, -0.5285], [-1.8129, -5.2740, 0.2403], [0.8917, -4.2563, 0.1958], [-1.3389, -2.6040, -0.3850], [-2.5124, -2.5531, -0.7298], [-0.5167, -1.7699, 0.0316]]
}